Model 1:
Density functional theory data (the ωB97M-V functional and the def2-TZVPD basis) for a cluster of 2 separate species, C4H10N2O2 in total.

Each line ends with the Mulliken charge.
Cartesian coordinates (Å):
C  -1.054  -1.268  1.382  -1.005
C  -1.391  0.129  1.593  0.659
O  -1.270  0.914  0.653  -0.590
N  -1.404  0.635  2.862  -0.440
H  -1.960  -1.905  1.510  0.337
H  -0.233  -1.644  2.033  0.294
H  -1.454  1.678  3.101  0.250
H  -1.177  -0.009  3.723  0.220
H  -0.859  -1.522  0.356  0.268
C  0.458  1.051  -2.248  -0.871
C  1.535  0.035  -2.334  0.579
O  1.967  -0.221  -3.420  -0.574
N  2.041  -0.501  -1.135  -0.362
H  2.820  -1.121  -0.937  0.205
H  1.760  -0.047  -0.318  0.184
H  -0.524  0.501  -2.344  0.210
H  0.445  1.704  -3.124  0.312
H  0.301  1.592  -1.354  0.326

Properties
total charge = 0
gap between HOMO and LUMO = 10.03 eV
HOMO energy = -9.52 eV
LUMO = 0.019 Eh
SMILES = CC(N)=O.CC(N)=O

Model 2:
Density functional theory data (the ωB97M-V functional and the def2-TZVPD basis) for a structure of composition C4H10N2O2.

Each line ends with the Mulliken charge.
Cartesian coordinates (Å):
C  0.673  0.344  -0.466  0.598
C  -0.624  0.617  0.236  0.555
N  1.805  0.607  0.360  -0.603
N  -0.557  1.233  1.498  -0.642
O  0.682  0.942  -1.775  -0.650
O  -1.631  1.160  -0.524  -0.620
H  0.797  1.896  -1.668  0.337
H  -1.372  1.060  -1.454  0.372
H  2.661  0.248  -0.040  0.234
H  1.901  1.588  0.600  0.258
H  -1.468  1.341  1.927  0.241
H  0.101  0.771  2.111  0.261
C  -0.088  -2.513  -0.475  -0.631
C  -1.048  -2.094  0.205  -0.619
H  -0.999  -0.717  0.373  0.392
H  0.502  -3.333  -0.822  0.374
H  0.674  -0.782  -0.693  -0.197
H  -2.008  -2.368  0.608  0.341

Properties
total charge = 0
gap between HOMO and LUMO = 8.26 eV
HOMO energy = -7.45 eV
LUMO = 0.030 Eh

Model 3:
Density functional theory data (the ωB97M-V functional and the def2-TZVPD basis) for a cluster of 3 separate species, C4H10N2O2 in total.

Each line ends with the Mulliken charge.
Cartesian coordinates (Å):
C  1.080  0.915  -0.565  0.112
C  2.134  0.023  0.013  -1.246
N  0.554  1.831  0.262  -0.548
C  -0.323  -0.629  -0.972  -0.086
O  -0.866  -0.539  -2.042  -0.512
H  1.208  1.225  -1.600  0.422
H  0.163  1.357  1.149  0.361
H  -0.133  2.447  -0.156  0.300
H  0.117  -1.611  -0.641  0.279
H  1.770  -0.404  0.950  0.322
H  3.034  0.612  0.210  0.344
H  2.401  -0.773  -0.681  0.365
N  -2.206  -1.367  0.671  -0.481
C  -1.561  -0.135  0.637  0.137
O  -0.876  0.219  1.643  -0.714
H  -1.772  -2.063  1.261  0.263
H  -2.609  -1.721  -0.183  0.267
H  -2.115  0.614  0.044  0.417

Properties
total charge = 0
gap between HOMO and LUMO = 7.12 eV
HOMO energy = -7.43 eV
LUMO = -0.011 Eh

Model 4:
Density functional theory data (the ωB97M-V functional and the def2-TZVPD basis) for a cluster of 2 separate species, C4H10N2O2 in total.

Each line ends with the Mulliken charge.
Cartesian coordinates (Å):
C  0.770  2.887  -1.745  -0.897
C  1.044  1.960  -0.598  0.592
O  0.390  0.943  -0.441  -0.671
N  2.028  2.314  0.268  -0.409
H  0.627  2.297  -2.648  0.266
H  1.487  3.702  -1.829  0.322
H  1.988  1.797  1.136  0.246
H  2.445  3.231  0.290  0.211
H  -0.230  3.302  -1.570  0.256
C  -1.640  -3.337  1.382  -0.941
C  -1.520  -2.107  0.462  0.583
O  -2.506  -1.455  0.189  -0.607
N  -0.264  -1.810  0.046  -0.441
H  -0.081  -0.904  -0.377  0.396
H  0.523  -2.072  0.619  0.235
H  -1.432  -4.250  0.832  0.278
H  -2.659  -3.293  1.761  0.268
H  -0.970  -3.206  2.223  0.315

Properties
total charge = 0
gap between HOMO and LUMO = 9.72 eV
HOMO energy = -9.09 eV
LUMO = 0.023 Eh
SMILES = CC(N)=O.CC(N)=O

Relative energies, unit kcal/mol: model 1 23.4; model 2 125.0; model 3 93.9; model 4 0.0

Model 1:
Density functional theory data (the ωB97M-V functional and the def2-TZVPD basis) for a cluster of 2 separate species, C4H10N2O2 in total.

Each line ends with the Mulliken charge.
Cartesian coordinates (Å):
C  -2.911  0.138  -0.063  -1.075
C  -0.155  0.068  -0.967  -1.230
C  -1.816  -0.291  0.899  -0.387
C  -0.466  -0.453  0.470  0.673
N  0.547  -1.135  1.090  -0.467
N  3.017  0.686  -0.210  0.240
O  4.327  1.148  -0.456  -0.378
O  3.054  -0.506  0.185  -0.331
H  -2.517  0.773  -0.852  0.292
H  -3.767  0.741  0.472  0.283
H  -3.315  -0.703  -0.497  0.283
H  -0.625  -0.634  -1.680  0.311
H  0.923  -0.141  -1.088  0.221
H  -0.434  1.006  -1.193  0.371
H  4.296  2.105  -0.705  0.391
H  -2.104  -0.519  1.942  0.298
H  0.550  -1.028  2.107  0.219
H  1.395  -1.257  0.545  0.286

Properties
total charge = 0
gap between HOMO and LUMO = 6.06 eV
HOMO energy = -7.04 eV
LUMO = -0.036 Eh
SMILES = C/C=C(\C)N.O=NO

Model 2:
Density functional theory data (the ωB97M-V functional and the def2-TZVPD basis) for the molecule C4H10N2O2.

Each line ends with the Mulliken charge.
Cartesian coordinates (Å):
C  -0.446  -0.938  -1.012  0.245
C  -1.645  -0.438  -0.308  -0.475
C  0.293  -2.147  -0.575  -1.215
N  0.321  2.442  0.775  -0.664
C  -0.048  1.069  0.619  0.509
O  1.117  0.269  0.076  -0.313
O  2.445  0.488  0.659  -0.435
N  -1.008  0.870  -0.375  -0.636
H  2.575  1.436  0.479  0.321
H  -0.332  -0.674  -2.055  0.329
H  0.058  2.783  1.691  0.253
H  -0.162  2.995  0.074  0.245
H  -1.804  -0.885  0.682  0.256
H  -2.549  -0.468  -0.918  0.317
H  -0.231  0.613  1.605  0.296
H  1.336  -2.129  -0.892  0.294
H  -0.196  -3.018  -1.034  0.368
H  0.277  -2.268  0.508  0.305

Properties
total charge = 0
gap between HOMO and LUMO (alpha / beta) = 9.07 / 9.07 eV
HOMO energy (alpha / beta) = -8.59 / -8.59 eV
LUMO (alpha / beta) = 0.018 / 0.018 Eh

Model 3:
Density functional theory data (the ωB97M-V functional and the def2-TZVPD basis) for the molecule C4H10N2O2.

Each line ends with the Mulliken charge.
Cartesian coordinates (Å):
C  -1.058  1.563  -0.493  -0.077
C  -0.340  -1.553  -0.769  -1.538
C  0.033  -1.038  1.678  -1.657
C  -0.062  -0.461  0.266  1.556
N  -0.329  1.848  -1.598  -0.364
O  1.266  0.048  -0.202  -0.339
O  1.914  1.043  0.564  -0.379
N  -1.058  0.542  0.262  -0.611
H  2.371  0.578  1.278  0.308
H  -1.857  2.275  -0.300  0.357
H  -0.334  2.788  -1.955  0.243
H  0.530  1.335  -1.729  0.255
H  0.847  -1.758  1.739  0.387
H  0.190  -0.236  2.396  0.384
H  -0.296  -1.132  -1.770  0.341
H  0.412  -2.335  -0.692  0.370
H  -1.326  -1.972  -0.590  0.377
H  -0.902  -1.536  1.915  0.389

Properties
total charge = 0
gap between HOMO and LUMO = 9.91 eV
HOMO energy = -9.00 eV
LUMO = 0.033 Eh
SMILES = CC(C)(/N=C\N)OO

Model 4:
Density functional theory data (the ωB97M-V functional and the def2-TZVPD basis) for the molecule C4H10N2O2.

Each line ends with the Mulliken charge.
Cartesian coordinates (Å):
O  0.741  2.181  0.778  -0.558
C  0.939  1.052  1.132  0.374
O  2.143  0.676  1.573  -0.483
C  -0.027  -0.122  0.834  0.118
C  0.213  -0.667  -0.569  -0.487
C  -0.285  0.327  -1.626  -0.621
N  -1.733  0.511  -1.521  -0.473
N  0.313  -1.196  1.794  -0.690
H  -1.009  0.340  0.937  0.277
H  -0.447  -1.527  -0.693  0.405
H  1.270  -0.887  -0.714  0.189
H  -0.080  -0.073  -2.623  0.342
H  0.231  1.287  -1.634  0.393
H  -2.033  1.437  -1.292  0.193
H  -2.254  -0.008  -2.201  0.173
H  -0.138  -2.053  1.493  0.243
H  2.210  -0.290  1.638  0.402
H  -0.053  -0.986  2.691  0.202

Properties
total charge = 0
gap between HOMO and LUMO = 10.05 eV
HOMO energy = -9.16 eV
LUMO = 0.033 Eh
SMILES = NCC[C@@H](N)C(=O)O

Relative energies, unit kcal/mol: model 1 111.7; model 2 141.8; model 3 69.0; model 4 0.0

Model 1:
Density functional theory data (the ωB97M-V functional and the def2-TZVPD basis) for the molecule C4H10N2O2.

Each line ends with the Mulliken charge.
Cartesian coordinates (Å):
O  -0.485  -2.533  0.817  -0.551
C  0.046  -2.143  -0.182  0.210
O  0.794  -2.857  -1.031  -0.451
C  -0.023  -0.675  -0.619  0.430
C  -0.046  0.256  0.564  -0.737
C  0.736  1.567  0.377  -0.657
N  0.446  2.636  1.375  -0.650
N  -1.307  -0.654  -1.417  -0.665
H  0.808  -3.774  -0.772  0.351
H  0.660  -0.509  -1.459  0.484
H  -1.007  0.758  0.749  0.225
H  0.102  -0.226  1.525  0.352
H  0.584  2.105  -0.567  0.366
H  1.817  1.371  0.438  0.342
H  -0.508  2.929  1.233  0.245
H  0.549  2.229  2.295  0.262
H  -2.023  -0.123  -0.957  0.211
H  -1.143  -0.357  -2.368  0.233

Properties
total charge = 0
gap between HOMO and LUMO = 10.04 eV
HOMO energy = -9.25 eV
LUMO = 0.029 Eh
SMILES = NCC[C@H](N)C(=O)O

Model 2:
Density functional theory data (the ωB97M-V functional and the def2-TZVPD basis) for a cluster of 2 separate species, C4H10N2O2 in total.

Each line ends with the Mulliken charge.
Cartesian coordinates (Å):
C  2.121  -0.862  -0.065  -0.856
C  1.217  -1.842  0.501  0.708
O  1.044  -2.966  0.139  -0.603
N  0.317  -1.436  1.495  -0.376
H  2.842  -1.247  -0.864  0.285
H  2.776  -0.256  0.521  0.340
H  -0.235  -2.099  1.916  0.195
H  0.354  -0.508  1.959  0.192
H  1.535  -0.130  -0.659  0.088
C  -1.501  0.961  -1.592  -1.037
C  -0.709  1.502  -0.353  0.782
O  0.346  2.141  -0.235  -0.615
N  -1.544  1.387  0.772  -0.407
H  -2.611  1.158  -1.486  0.343
H  -1.303  0.011  -2.044  0.311
H  -1.232  1.660  1.644  0.220
H  -2.268  0.841  0.761  0.138
H  -1.150  1.686  -2.407  0.294

Properties
total charge = 0
gap between HOMO and LUMO = 10.51 eV
HOMO energy = -9.84 eV
LUMO = 0.025 Eh
SMILES = CC(N)=O.CC(N)=O

Relative energies, unit kcal/mol: model 1 4.1; model 2 0.0

Model 1:
Density functional theory data (the ωB97M-V functional and the def2-TZVPD basis) for a cluster of 2 separate species, C4H11NO in total.

Each line ends with the Mulliken charge.
Cartesian coordinates (Å):
C  -1.453  -0.940  -0.334  -0.720
C  -1.116  0.459  -0.756  -0.463
C  0.048  1.111  -0.052  0.763
C  1.248  1.196  -0.682  -1.136
N  -0.087  1.643  1.238  -0.469
H  -0.519  -1.555  -0.436  -0.106
H  -1.754  -1.090  0.688  0.291
H  -2.217  -1.431  -0.884  0.379
H  -0.724  0.429  -1.800  0.182
H  -2.016  1.101  -0.817  0.350
H  1.346  0.811  -1.682  0.269
H  1.969  1.903  -0.247  0.242
H  -0.928  1.832  1.751  0.201
H  0.690  2.259  1.379  0.180
H  1.089  -2.204  1.194  0.327
H  1.118  -2.320  -0.383  0.358
O  1.298  -2.770  0.448  -0.647

Properties
total charge = 0
gap between HOMO and LUMO = 9.10 eV
HOMO energy = -8.20 eV
LUMO = 0.033 Eh
SMILES = C=C(N)CC.O

Model 2:
Density functional theory data (the ωB97M-V functional and the def2-TZVPD basis) for the molecule C4H11NO.

Each line ends with the Mulliken charge.
Cartesian coordinates (Å):
C  0.458  1.862  -0.887  -1.220
C  -0.071  0.362  -1.090  0.285
C  1.195  -0.620  -1.258  -1.440
N  -0.913  -0.072  -0.002  -0.437
C  -0.107  -0.261  1.202  -0.228
O  -0.690  -1.374  1.997  -0.501
H  0.031  2.189  0.051  0.312
H  0.301  2.543  -1.719  0.334
H  1.503  1.867  -0.624  0.336
H  -0.735  0.301  -2.038  0.332
H  0.592  -1.558  -1.221  0.387
H  1.995  -0.703  -0.527  0.359
H  1.642  -0.500  -2.231  0.412
H  -1.730  0.555  0.193  0.273
H  0.145  0.670  1.661  0.337
H  0.910  -0.588  1.009  0.161
H  -1.594  -1.338  1.687  0.299

Properties
total charge = 0
gap between HOMO and LUMO = 10.21 eV
HOMO energy = -9.21 eV
LUMO = 0.037 Eh
SMILES = CC(C)NCO

Relative energies, unit kcal/mol: model 1 0.0; model 2 14.9

Model 1:
Density functional theory data (the ωB97M-V functional and the def2-TZVPD basis) for the molecule C4H11NO.

Each line ends with the Mulliken charge.
Cartesian coordinates (Å):
C  0.438  -1.812  0.815  -0.427
O  0.893  -2.797  -0.126  -0.533
C  -0.563  -0.879  0.177  -0.733
C  0.081  0.265  -0.647  -0.672
C  0.257  1.594  0.070  -0.462
N  -0.970  2.406  0.063  -0.559
H  0.042  -2.459  1.595  0.301
H  1.269  -1.196  1.155  0.268
H  1.031  -2.378  -0.980  0.315
H  -1.234  -1.393  -0.464  0.413
H  -1.340  -0.434  0.813  0.406
H  1.146  -0.027  -0.692  0.324
H  -0.206  0.222  -1.697  0.377
H  1.061  2.157  -0.408  0.327
H  0.546  1.368  1.100  0.207
H  -1.601  1.986  -0.595  0.219
H  -0.848  3.377  -0.179  0.229

Properties
total charge = 0
gap between HOMO and LUMO = 10.19 eV
HOMO energy = -9.22 eV
LUMO = 0.036 Eh
SMILES = NCCCCO

Model 2:
Density functional theory data (the ωB97M-V functional and the def2-TZVPD basis) for a cluster of 2 separate species, C4H11NO in total.

Each line ends with the Mulliken charge.
Cartesian coordinates (Å):
C  1.304  -0.775  -1.406  -0.901
C  1.634  0.099  -0.258  0.131
C  2.718  -0.027  0.498  -0.884
H  1.769  -1.757  -1.346  0.342
H  0.224  -0.916  -1.481  0.201
H  1.569  -0.244  -2.326  0.247
H  0.871  0.796  0.066  0.314
H  2.900  0.658  1.321  0.248
H  3.477  -0.798  0.418  0.288
N  -2.007  0.624  1.663  -0.496
C  -2.189  -0.015  0.430  -0.324
O  -1.582  0.714  -0.685  -0.527
H  -2.442  1.517  1.800  0.207
H  -1.089  0.599  2.055  0.209
H  -1.709  -0.992  0.452  0.255
H  -3.262  -0.086  0.238  0.400
H  -2.185  0.601  -1.438  0.290

Properties
total charge = 0
gap between HOMO and LUMO = 10.26 eV
HOMO energy = -9.35 eV
LUMO = 0.034 Eh
SMILES = C=CC.NCO

Relative energies, unit kcal/mol: model 1 0.0; model 2 4.3